Below is C6H12O in the gas phase in a non-equilibrium geometry, with properties calculated with the ωB97M-V functional and the def2-TZVPD basis.

Output
- HOMO level: -9.9 eV
- Orbital gap: 10.98 eV
- Energy relative to the best compared isomer or geometry (same formula, charge and spin): 264.01 kJ/mol
- E_tot: -310.95871 Ha
- SMILES string: CC[C@@H](C)[C@@H]1CO1
- Spin multiplicity: 1
- Molecular weight: 100.16 g/mol
- Lowest unoccupied orbital energy: 1.103 eV

Positions of all 19 atoms, in Å:
C (-2.1953, -0.0056, 0.8172)
C (-0.9870, 0.8205, 0.3501)
C (-0.0186, 0.1520, -0.6651)
C (1.1816, 1.0240, -1.0680)
C (0.8158, -1.0483, -0.2204)
C (1.2532, -1.2537, 1.1402)
O (2.3210, -0.9280, 0.3284)
H (-2.8589, -0.2784, -0.0131)
H (-2.8028, 0.5627, 1.5359)
H (-1.8849, -0.9301, 1.3162)
H (-0.4148, 1.1395, 1.2279)
H (-1.3681, 1.7493, -0.1060)
H (-0.6437, -0.1162, -1.5422)
H (1.3201, 1.0117, -2.1457)
H (1.1020, 2.0118, -0.6362)
H (0.9246, -1.7981, -0.9886)
H (0.9862, -0.4637, 1.8457)
H (1.2093, -2.2623, 1.5100)
H (2.0735, 0.5723, -0.6246)